(1)
7
Properties=species:S:1:pos:R:3:nbo_charge:R:1 method="wB97M-V/def2-TZVPD" spin_multiplicity=3 e_above_lowest_kcal_mol=76.89 homo_lumo_gap_ha="0.248 / 0.257"
P -1.02 -0.24 -0.75 0.135
Br -2.07 1.27 1.91 0.096
Br -0.47 3.18 -0.26 0.155
H 0.43 1.39 1.38 0.232
H -0.33 -0.91 0.17 -0.074
H 0.26 -0.27 -1.44 -0.041
C -0.54 1.53 0.71 -0.502

(2)
24
Properties=species:S:1:pos:R:3:nbo_charge:R:1 method="wB97M-V/def2-TZVPD" smiles=NCCN.O.O.O.O e_above_lowest_kcal_mol=18.69 homo_lumo_gap_ha=0.352
H 1.05 1.25 1.43 0.507
H 1.68 -2.61 0.77 0.475
N -2.47 -0.11 0.44 -0.839
H -3.08 -0.65 1.06 0.350
H 0.68 -1.12 -2.12 0.367
H 1.79 2.27 -0.46 0.498
O 0.38 -0.05 2.33 -1.011
H -2.87 -0.95 -1.40 0.187
H -1.30 0.05 -2.52 0.180
H -1.03 0.97 -1.13 0.217
H -1.64 0.10 0.95 0.359
H 2.45 1.78 1.47 0.466
H 0.22 -0.03 3.28 0.491
H 0.54 -1.80 0.12 0.504
H 1.10 0.16 -1.17 0.405
H 0.63 -0.94 1.98 0.517
N 0.39 -0.53 -1.35 -0.888
O 1.72 2.20 -1.44 -1.005
O 1.55 2.08 1.26 -0.966
H -1.62 -1.83 -0.37 0.175
C -2.03 -0.89 -0.72 -0.236
C -0.98 -0.06 -1.49 -0.238
H 2.06 3.04 -1.81 0.473
O 0.77 -2.34 0.91 -0.988

(3)
66
Properties=species:S:1:pos:R:3:nbo_charge:R:1 method="wB97M-V/def2-TZVPD" smiles="CCCCCCC[C@@](NCCCC)(OC(=O)CON=O)[C@H](C)F.CN(C)C=O" homo_lumo_gap_ha=0.345
H -5.21 -4.15 -3.03 0.215
H -2.39 2.13 1.33 0.215
H -0.24 0.76 2.39 0.363
H 3.80 -0.10 0.95 0.187
H 8.62 1.29 -0.03 0.198
C -1.10 4.53 -0.19 -0.212
C 3.64 0.27 -0.06 -0.382
C -3.14 -5.00 -1.52 0.531
H 8.75 1.84 1.67 0.204
C -3.59 -1.18 -0.19 -0.620
N -0.84 0.64 1.58 -0.627
C -4.93 -6.55 -0.90 -0.398
O -1.85 4.57 1.03 -0.424
H -1.73 4.22 -1.01 0.227
H -4.14 0.77 1.34 0.197
H -2.50 -5.81 -1.10 0.104
H -2.11 -1.46 1.40 0.220
H 6.90 -0.03 -0.75 0.197
H -5.32 -3.40 -1.44 0.216
C 6.16 0.25 0.00 -0.395
H -0.87 0.81 -2.89 0.228
H 2.34 1.65 -0.98 0.209
H 1.08 -0.41 -0.19 0.215
F -2.04 1.76 -0.98 -0.377
C 1.21 0.47 0.43 -0.407
H 0.28 2.00 -2.36 0.223
O -1.43 5.88 2.64 -0.228
H -5.60 -6.34 -0.06 0.196
C 0.13 3.62 -0.09 0.806
H 2.68 2.03 0.75 0.210
H 0.60 0.23 -2.20 0.221
C -2.13 1.27 1.93 -0.243
C -3.11 -1.08 1.29 -0.412
H -2.05 1.64 2.94 0.191
H 8.64 0.10 1.25 0.198
H 4.91 1.99 -0.51 0.201
H 6.45 0.93 2.07 0.196
H 6.52 2.23 0.89 0.189
C -0.90 0.99 -0.80 0.172
H 1.40 0.08 1.43 0.206
O -2.67 -3.98 -1.97 -0.628
H 5.87 -0.66 0.52 0.199
C -5.41 -4.34 -1.98 -0.417
H -3.75 -1.78 1.83 0.195
H -6.42 -4.73 -1.86 0.203
H -3.95 -0.23 -0.57 0.204
H 4.97 0.70 -1.70 0.202
C 6.78 1.19 1.07 -0.389
C 8.32 1.11 0.99 -0.596
C -0.13 1.02 -2.12 -0.656
C -3.35 0.30 1.92 -0.405
H -4.10 -7.16 -0.56 0.212
O 0.07 2.67 0.86 -0.558
H -2.83 -1.63 -0.82 0.224
C -0.11 1.28 0.49 0.386
H -4.43 -1.86 -0.24 0.194
N -1.82 5.89 1.55 0.381
N -4.45 -5.30 -1.46 -0.430
O 1.03 3.85 -0.80 -0.535
H -5.49 -7.10 -1.66 0.195
C 2.45 1.26 0.02 -0.402
H -1.24 -0.04 -0.70 0.202
H 3.32 -0.56 -0.70 0.194
H -3.77 0.18 2.91 0.198
H -0.74 5.53 -0.42 0.212
C 4.90 0.91 -0.64 -0.399

(4)
14
Properties=species:S:1:pos:R:3:nbo_charge:R:1 method="wB97M-V/def2-TZVPD" e_above_lowest_kcal_mol=182.24 homo_lumo_gap_ha="0.280 / 0.283"
C -0.74 -0.69 0.29 -0.196
H -3.74 -0.79 -0.43 0.382
N 1.58 -0.33 0.27 -0.204
H -3.74 0.31 0.69 0.381
H 2.52 1.51 -0.23 0.210
C 2.61 0.66 0.41 -0.457
O -1.77 1.25 -0.03 -0.311
N -0.62 1.79 -0.25 -0.044
H 3.50 0.10 0.22 0.209
H 2.84 0.92 1.45 0.213
H -0.74 -1.80 0.61 0.229
N 0.38 0.02 0.10 -0.052
C -1.92 -0.06 0.18 0.451
N -3.27 -0.47 0.32 -0.811

(5)
69
Properties=species:S:1:pos:R:3:nbo_charge:R:1 method="wB97M-V/def2-TZVPD" spin_multiplicity=3 total_charge=+1 e_above_lowest_kcal_mol=12.33 homo_lumo_gap_ha="0.263 / 0.205"
N -3.65 -0.64 -1.71 0.317
H -4.17 0.23 4.43 0.240
H -3.29 -6.19 0.24 0.224
C 1.48 6.00 -2.47 -0.013
Se -3.82 0.39 1.49 0.408
O 3.51 1.43 -1.89 -0.520
H -2.52 0.14 6.29 0.211
C -2.52 -5.51 -0.15 -0.652
N -1.08 0.29 -0.99 -0.561
C 4.60 1.65 0.94 -0.229
O -3.61 -1.43 -2.50 -0.057
O 0.37 -4.26 0.47 -1.127
H -2.86 -5.11 -1.10 0.261
C -2.62 0.44 2.95 -0.217
H -2.25 -5.72 2.45 0.434
N 0.39 1.02 -2.43 -0.323
C 3.81 0.63 0.32 -0.128
C -2.19 0.26 5.27 0.046
S 5.24 -0.52 2.12 0.494
C -2.26 -4.36 0.81 -0.632
C 1.55 0.99 -3.33 -0.245
H 3.37 1.84 -3.84 0.231
Cl 3.33 -2.08 0.45 0.048
H -1.61 -6.08 -0.33 0.243
C -0.47 2.08 -2.17 -0.069
Cl 0.91 7.62 -2.27 0.038
H 2.38 -0.10 -1.04 0.180
H 1.93 5.74 -0.40 0.239
P -0.79 -3.39 0.18 2.360
H -1.94 -4.13 2.85 0.474
H -0.36 3.05 -2.62 0.252
O -4.83 -4.44 1.68 -1.000
H -0.75 -5.06 2.07 0.466
H 2.03 1.52 -0.43 0.175
Pd -2.54 -1.13 -0.20 0.986
H 0.42 -1.01 -1.75 0.250
H 2.70 3.42 -0.70 0.227
C -1.25 0.56 2.73 -0.261
C 5.41 1.17 1.92 -0.404
P -3.75 -3.34 1.23 2.366
C 1.50 5.44 -3.74 -0.287
C 1.91 5.28 -1.38 -0.234
N -1.76 -4.87 2.16 -0.711
C 2.72 1.90 -2.97 0.076
H 6.10 1.72 2.53 0.252
O -0.74 -2.12 1.22 -1.043
H -0.84 0.68 1.74 0.232
H 0.08 -2.12 1.72 0.533
H -2.20 2.13 -0.81 0.229
C -3.11 0.31 4.23 -0.235
C -0.04 -0.03 -1.73 0.217
H 1.19 6.02 -4.60 0.251
H 0.65 0.62 3.73 0.205
C -1.38 1.61 -1.27 -0.097
C 4.07 -0.59 0.87 -0.258
O -1.15 -2.78 -1.14 -1.140
O -3.33 -2.58 2.44 -1.150
H 1.91 -0.04 -3.33 0.235
O -4.25 -2.59 0.02 -1.136
H 1.21 1.23 -4.33 0.243
C -0.42 0.53 3.84 0.029
C 2.83 0.86 -0.78 -0.081
H 4.57 2.69 0.64 0.229
C 1.93 4.13 -3.89 0.074
C 2.33 3.97 -1.55 -0.178
H -5.52 -4.60 1.01 0.520
Cl 1.96 3.49 -5.50 0.005
N -0.87 0.36 5.09 -0.375
C 2.33 3.36 -2.80 -0.138

(6)
8
Properties=species:S:1:pos:R:3:nbo_charge:R:1 method="wB97M-V/def2-TZVPD" e_above_lowest_kcal_mol=58.08 homo_lumo_gap_ha=0.318
H 0.39 -0.82 0.30 0.428
O 0.11 0.43 -0.68 -0.761
C -1.07 -0.06 0.08 0.232
O -0.51 -1.31 0.40 -0.706
H -1.88 0.06 -0.64 0.182
H -1.29 0.51 1.05 0.172
S 1.49 -0.11 -0.90 0.632
Br 2.75 1.30 0.39 -0.179